1.
107
Properties=species:S:1:pos:R:3 method="wB97M-V/def2-TZVPD" s2=0.7916 e_lumo_ev="-5.37 / -6.10" orbital_gap_ev="6.585 / 6.371" max_force_ha_per_bohr=0.0134 de_lowest_kcal_mol=0.0 charge=+2 multiplicity=2
Pt 0.261 -1.039 -0.418
C 0.221 -4.088 -0.448
C -0.148 -3.696 0.973
N -0.863 -2.414 1.014
C -2.310 -2.431 0.754
C -2.731 -2.706 -0.689
S -1.921 -1.671 -1.953
C -0.997 -2.884 -2.943
C 0.500 -2.988 -2.651
N 0.833 -2.951 -1.199
H 0.905 -4.938 -0.434
H -0.661 -4.411 -0.991
H -0.735 -4.501 1.427
H 0.758 -3.573 1.567
H -0.727 -1.985 1.923
H -2.803 -3.173 1.392
H -2.679 -1.448 1.052
H -2.601 -3.751 -0.966
H -3.799 -2.505 -0.761
H -1.503 -3.844 -2.849
H -1.116 -2.584 -3.983
H 0.881 -3.911 -3.098
H 1.026 -2.150 -3.108
H 1.840 -3.069 -1.145
C -5.804 7.622 -1.185
C -4.961 6.381 -1.121
C -4.197 5.969 -2.205
C -3.392 4.840 -2.147
C -2.624 4.466 -3.392
C -3.352 4.103 -0.951
Te -1.981 2.483 -1.034
N -0.550 0.706 0.099
C -1.041 1.225 1.135
O -1.839 2.336 0.922
C -1.025 0.824 2.567
C -1.970 1.348 3.449
C -1.990 0.942 4.775
C -1.066 0.016 5.237
C -0.106 -0.489 4.370
C -0.082 -0.082 3.046
C -0.306 3.710 -1.285
C -0.352 4.972 -0.702
C 0.727 5.827 -0.854
C 1.833 5.407 -1.581
C 1.865 4.141 -2.147
C 0.794 3.262 -2.015
C 0.854 1.889 -2.622
C -4.189 4.431 0.122
C -4.384 3.601 1.367
C -4.956 5.586 0.016
H -5.759 8.083 -2.169
H -5.465 8.354 -0.451
H -6.846 7.394 -0.960
H -4.232 6.537 -3.128
H -3.149 4.839 -4.270
H -2.532 3.383 -3.540
H -1.620 4.892 -3.398
H -2.690 2.072 3.096
H -2.731 1.350 5.450
H -1.085 -0.299 6.272
H 0.642 -1.182 4.735
H 0.703 -0.429 2.388
H -1.220 5.290 -0.139
H 0.702 6.810 -0.404
H 2.679 6.070 -1.708
H 2.735 3.827 -2.709
H 1.685 1.812 -3.320
H -0.058 1.645 -3.173
H 0.984 1.133 -1.840
H -3.962 2.605 1.291
H -5.451 3.503 1.562
H -3.938 4.092 2.235
H -5.598 5.852 0.850
C 3.710 -2.277 0.817
Te 3.057 -0.639 -0.374
C 5.061 0.101 -0.157
C 5.776 -0.849 0.767
C 7.088 -0.592 1.160
C 7.745 -1.459 2.014
C 7.097 -2.595 2.486
C 5.795 -2.856 2.101
C 5.130 -1.986 1.240
H 3.649 -3.191 0.218
H 3.037 -2.374 1.670
H 5.004 1.117 0.228
H 5.502 0.133 -1.155
H 7.593 0.293 0.794
H 8.763 -1.252 2.314
H 7.609 -3.275 3.154
H 5.290 -3.742 2.468
O 2.744 0.345 1.440
C 2.463 1.545 0.985
O 2.498 1.699 -0.249
C 2.108 2.598 1.929
C 2.235 2.399 3.300
C 1.820 3.372 4.205
C 1.273 4.516 3.671
O 0.798 5.591 4.335
C 0.309 6.505 3.347
O 0.594 5.940 2.063
C 1.153 4.718 2.299
C 1.573 3.786 1.397
H 2.659 1.474 3.664
H 1.919 3.242 5.273
H 0.826 7.458 3.451
H -0.770 6.617 3.466
H 1.501 3.927 0.330

2.
105
Properties=species:S:1:pos:R:3 method="wB97M-V/def2-TZVPD" e_lumo_ev=-6.33 orbital_gap_ev=6.687 max_force_ha_per_bohr=0.0085 de_lowest_kcal_mol=0.0 charge=+2
Ti -1.450 0.756 -0.482
C -1.394 0.901 2.704
O -1.962 1.381 1.461
C -2.901 2.478 1.589
C -2.483 3.517 0.584
O -2.275 2.815 -0.652
C -2.692 3.550 -1.822
H -2.135 0.303 3.234
H -1.091 1.754 3.308
H -0.512 0.311 2.456
H -2.863 2.866 2.606
H -3.904 2.104 1.386
H -1.554 4.009 0.873
H -3.269 4.263 0.463
H -3.747 3.807 -1.729
H -2.545 2.906 -2.683
H -2.090 4.450 -1.927
Cl -6.056 -4.316 1.247
C -5.253 -3.006 0.455
C -4.686 -3.199 -0.796
C -4.045 -2.144 -1.426
C -3.958 -0.888 -0.826
C -3.235 0.237 -1.496
C -4.562 -0.718 0.421
C -5.205 -1.762 1.066
H -4.763 -4.165 -1.277
H -3.624 -2.298 -2.412
H -3.042 0.016 -2.549
H -3.823 1.156 -1.445
H -4.564 0.257 0.894
H -5.686 -1.615 2.023
S -1.344 -5.790 -0.604
C -1.251 -4.076 -0.364
C -1.533 -3.418 0.837
C -1.474 -2.047 0.878
N -1.112 -1.289 -0.172
C -0.823 -1.928 -1.329
C -0.889 -3.287 -1.465
C -1.808 -6.367 1.012
C -0.835 -6.632 1.966
C -1.253 -7.081 3.210
N -2.531 -7.273 3.529
C -3.447 -7.036 2.598
C -3.141 -6.581 1.319
H -1.823 -3.963 1.724
H -1.734 -1.528 1.789
H -0.528 -1.314 -2.173
H -0.651 -3.739 -2.420
H 0.217 -6.503 1.747
H -0.526 -7.301 3.983
H -4.478 -7.213 2.879
H -3.924 -6.399 0.596
C 3.575 -1.877 4.584
C 3.025 -1.051 3.458
C 2.731 0.297 3.626
C 2.211 1.070 2.597
C 2.011 2.545 2.855
C 1.966 0.473 1.340
As 1.129 1.785 0.157
N 0.164 0.969 -1.325
C 0.588 0.917 -2.681
C -0.367 0.987 -3.697
C 0.011 0.910 -5.028
C 1.349 0.768 -5.364
C 2.302 0.699 -4.359
C 1.930 0.771 -3.026
C 2.521 2.835 -0.706
C 3.896 2.547 -0.652
C 4.512 1.318 -0.040
C 4.779 3.464 -1.219
C 4.359 4.628 -1.843
C 5.340 5.593 -2.441
C 2.993 4.876 -1.903
C 2.074 4.007 -1.342
C 0.613 4.343 -1.451
C 2.293 -0.873 1.140
C 2.221 -1.588 -0.180
C 2.806 -1.605 2.206
H 3.923 -1.250 5.404
H 4.408 -2.493 4.247
H 2.810 -2.549 4.978
H 2.933 0.769 4.581
H 2.259 2.782 3.887
H 0.983 2.872 2.678
H 2.654 3.159 2.218
H -1.417 1.107 -3.455
H -0.742 0.968 -5.803
H 1.647 0.716 -6.402
H 3.349 0.591 -4.611
H 2.687 0.721 -2.259
H 4.009 0.400 -0.335
H 4.498 1.353 1.051
H 5.551 1.239 -0.355
H 5.840 3.247 -1.177
H 6.356 5.206 -2.400
H 5.316 6.543 -1.905
H 5.093 5.803 -3.482
H 2.635 5.770 -2.400
H 0.469 5.230 -2.066
H 0.186 4.546 -0.466
H 0.055 3.521 -1.903
H 1.825 -0.974 -0.981
H 1.607 -2.483 -0.096
H 3.218 -1.922 -0.473
H 3.071 -2.644 2.036

3.
113
Properties=species:S:1:pos:R:3 method="wB97M-V/def2-TZVPD" e_lumo_ev=-6.20 orbital_gap_ev=5.722 max_force_ha_per_bohr=0.0150 charge=+2
Mg -2.453 1.927 0.195
C -2.833 -2.004 -3.384
C -1.525 -1.742 -2.716
C -0.500 -2.629 -2.749
C 0.749 -2.309 -2.154
N 0.906 -1.183 -1.514
N -0.137 -0.339 -1.368
B 0.109 0.903 -0.424
N 0.419 2.052 -1.454
N 1.751 1.673 -1.469
C 2.603 2.202 -2.310
C 2.083 3.237 -3.142
C 0.854 3.800 -2.954
C 0.406 5.024 -3.662
C -0.035 3.196 -1.969
S -1.470 3.864 -1.438
C 4.050 1.778 -2.375
C 4.930 2.928 -1.855
C 4.287 0.526 -1.528
C 4.405 1.480 -3.841
N 0.046 1.366 2.026
N 1.370 0.979 2.236
C 1.961 1.201 3.397
C 1.151 1.673 4.458
C -0.098 2.170 4.267
C -0.873 2.797 5.368
C -0.647 2.116 2.938
S -2.067 2.896 2.556
C 3.455 0.996 3.682
C 4.396 1.040 2.461
C 3.591 -0.364 4.394
C 3.932 2.123 4.627
C -1.326 -0.519 -1.994
S -2.528 0.669 -2.031
C 1.875 -3.332 -2.226
C 3.190 -2.835 -1.622
C 2.120 -3.729 -3.688
C 1.407 -4.555 -1.415
H -2.852 -3.001 -3.819
H -3.005 -1.268 -4.172
H -3.653 -1.900 -2.672
H -0.623 -3.567 -3.274
H 2.749 3.670 -3.875
H 1.083 5.303 -4.465
H 0.341 5.849 -2.948
H -0.604 4.889 -4.053
H 4.742 3.121 -0.797
H 4.764 3.851 -2.412
H 5.977 2.646 -1.969
H 4.248 0.754 -0.462
H 5.277 0.125 -1.741
H 3.545 -0.239 -1.748
H 4.389 2.376 -4.461
H 3.727 0.741 -4.273
H 5.415 1.075 -3.875
H 1.564 1.710 5.452
H -0.353 2.697 6.318
H -1.866 2.353 5.446
H -1.026 3.856 5.150
H 4.539 0.059 2.009
H 5.381 1.359 2.796
H 4.071 1.760 1.707
H 3.241 -1.178 3.757
H 3.023 -0.384 5.326
H 4.640 -0.534 4.637
H 3.743 3.109 4.198
H 5.005 2.019 4.776
H 3.485 2.079 5.617
H 3.696 -2.151 -2.300
H 3.851 -3.688 -1.463
H 3.016 -2.344 -0.667
H 2.371 -2.852 -4.289
H 1.256 -4.219 -4.137
H 2.959 -4.424 -3.735
H 1.294 -4.282 -0.363
H 2.157 -5.344 -1.482
H 0.462 -4.958 -1.781
C -6.481 3.565 -0.256
C -5.096 3.480 -0.220
N -4.490 2.343 0.114
C -5.252 1.278 0.423
C -6.640 1.397 0.406
N -7.241 2.526 0.063
C -4.531 0.032 0.766
C -5.116 -1.214 0.801
C -4.307 -2.334 1.061
C -2.959 -2.135 1.303
C -2.419 -0.841 1.220
N -3.219 0.202 0.963
C -1.017 -0.525 1.258
C 0.045 -1.403 1.419
N 1.338 -1.180 1.308
C 1.939 0.078 1.134
C 1.632 1.113 -0.046
N -0.665 0.859 0.911
C -4.885 -3.694 0.998
C -6.206 -3.947 1.356
C -6.705 -5.235 1.217
N -5.979 -6.249 0.765
C -4.716 -6.016 0.432
C -4.127 -4.764 0.526
H -6.989 4.478 -0.539
H -4.465 4.325 -0.464
H -7.281 0.572 0.689
H -6.166 -1.344 0.585
H -2.318 -2.971 1.541
H -0.196 -2.438 1.651
H 2.989 -0.040 1.339
H 1.763 2.064 0.473
H -6.838 -3.170 1.764
H -7.731 -5.463 1.481
H -4.154 -6.869 0.071
H -3.101 -4.624 0.210

4.
112
Properties=species:S:1:pos:R:3 method="wB97M-V/def2-TZVPD" e_lumo_ev=0.27 orbital_gap_ev=9.723 max_force_ha_per_bohr=0.0084 smiles="NC1(N)OS(=O)(=O)O[C@H]1CCCI.c1ccncc1.c1ccncc1.c1ccncc1.c1ccncc1.c1ccncc1.c1ccncc1.c1ccncc1.c1ccncc1" charge=0
N -5.118 -2.086 -3.553
C -4.769 -2.476 -2.237
N -5.260 -3.777 -1.964
O -5.514 -1.563 -1.322
S -4.633 -1.225 -0.075
O -4.540 -2.355 0.790
O -4.982 0.048 0.436
O -3.291 -1.084 -0.901
C -3.251 -2.159 -1.885
C -2.352 -3.279 -1.387
C -2.108 -4.416 -2.389
C -1.800 -5.770 -1.772
I -3.361 -6.532 -0.528
H -4.464 -1.425 -3.961
H -5.247 -2.873 -4.171
H -5.040 -4.448 -2.683
H -4.968 -4.126 -1.061
H -2.799 -1.685 -2.757
H -2.696 -3.640 -0.416
H -1.387 -2.802 -1.215
H -1.209 -4.163 -2.950
H -2.904 -4.506 -3.129
H -1.680 -6.521 -2.547
H -0.891 -5.756 -1.174
C -0.245 0.630 -1.411
C -0.939 0.975 -0.267
C -0.344 1.851 0.627
N 0.866 2.378 0.442
C 1.522 2.046 -0.672
C 1.006 1.186 -1.634
H -0.690 -0.067 -2.111
H -1.918 0.561 -0.085
H -0.854 2.146 1.538
H 2.509 2.483 -0.776
H 1.580 0.944 -2.518
C -0.615 0.699 4.385
C -1.249 1.046 5.567
C -0.636 1.972 6.399
N 0.531 2.552 6.125
C 1.125 2.211 4.983
C 0.602 1.293 4.087
H -1.062 -0.018 3.707
H -2.200 0.611 5.841
H -1.104 2.266 7.332
H 2.072 2.698 4.777
H 1.131 1.062 3.171
C -2.372 2.546 -5.452
C -2.484 1.449 -6.293
C -2.812 0.221 -5.740
N -3.026 0.034 -4.438
C -2.911 1.099 -3.643
C -2.589 2.367 -4.096
H -2.120 3.522 -5.848
H -2.324 1.541 -7.358
H -2.911 -0.657 -6.370
H -3.087 0.917 -2.587
H -2.505 3.187 -3.396
C 3.722 -3.255 -3.359
C 2.829 -3.230 -4.418
C 1.562 -2.718 -4.195
N 1.153 -2.254 -3.016
C 2.021 -2.282 -2.007
C 3.313 -2.765 -2.129
H 4.723 -3.644 -3.492
H 3.107 -3.597 -5.396
H 0.835 -2.678 -5.000
H 1.666 -1.891 -1.059
H 3.979 -2.760 -1.277
C 5.652 4.191 3.175
C 6.291 3.895 1.982
C 5.519 3.503 0.898
N 4.193 3.389 0.941
C 3.588 3.677 2.093
C 4.271 4.083 3.231
H 6.219 4.491 4.046
H 7.367 3.964 1.891
H 5.986 3.266 -0.052
H 2.508 3.574 2.089
H 3.731 4.306 4.142
C 4.260 1.456 6.830
C 4.434 1.123 5.497
C 5.679 1.323 4.918
N 6.724 1.820 5.576
C 6.545 2.133 6.858
C 5.341 1.972 7.528
H 3.299 1.326 7.310
H 3.618 0.725 4.909
H 5.844 1.085 3.873
H 7.410 2.536 7.372
H 5.255 2.249 8.569
C 3.353 -5.441 2.154
C 2.045 -5.729 2.497
C 1.158 -6.093 1.495
N 1.493 -6.167 0.203
C 2.762 -5.882 -0.111
C 3.722 -5.525 0.824
H 4.074 -5.161 2.911
H 1.713 -5.681 3.525
H 0.125 -6.325 1.733
H 3.024 -5.943 -1.162
H 4.735 -5.313 0.511
C -5.751 5.349 -1.264
C -5.965 6.707 -1.431
C -5.442 7.327 -2.557
N -4.740 6.689 -3.490
C -4.541 5.385 -3.314
C -5.024 4.670 -2.228
H -6.143 4.828 -0.400
H -6.526 7.280 -0.705
H -5.591 8.389 -2.719
H -3.971 4.888 -4.091
H -4.835 3.608 -2.142